[1]
Computed, not measured: 3 unconnected molecules or ions with the total composition C24H53B2BrNO6P2S in a non-equilibrium geometry, with ωB97M-V/def2-TZVPD.

Output
Kohn-Sham gap (Eh): 0.2500
HOMO level (hartree): -0.164
Lowest unoccupied orbital energy (eV): 2.331

```
! wB97M-V def2-TZVPD RIJCOSX def2/J DEFGRID3
* xyz -1 1
C 0.21934 0.33101 3.89758
B -1.05982 0.81420 4.77655
O -0.75769 1.55128 6.01163
P -2.93710 0.50227 4.30790
S -3.43653 1.41106 6.25984
Br -2.41407 -0.55452 2.34761
C -4.83465 0.14744 4.11119
B -5.25664 -0.35664 2.62904
O -5.46489 0.52387 1.46879
O -5.53327 -1.76659 2.35197
C -3.14549 2.23131 3.51998
C -2.29807 2.59814 2.23038
C -2.00593 4.21459 2.30915
O -3.11956 2.44852 1.01538
C -2.30691 2.46279 -0.16836
C -1.79257 1.02619 -0.65061
C -2.82599 -0.08299 -1.05577
C -2.30039 -1.48843 -1.46450
C -0.77472 -1.74521 -1.44950
C 0.24308 -0.62774 -1.06711
C -0.26811 0.77408 -0.65296
P -2.76186 -1.43690 5.35377
N -1.26852 -1.90775 5.66744
O -3.55534 -1.30491 6.90799
O -3.49914 -2.74622 4.45854
H 1.17300 0.55310 4.52301
H 0.25502 -0.80837 3.71364
H 0.36733 0.87173 2.90326
H -0.25888 2.36265 5.76571
H -4.78757 1.19597 6.50386
H -5.14526 -0.70273 4.83699
H -5.49415 1.04363 4.42090
H -6.08747 1.22998 1.74545
H -5.43651 -1.91305 1.38337
H -4.25144 2.47013 3.27295
H -2.87078 2.99379 4.34623
H -1.26921 2.12915 2.11796
H -2.59329 4.73472 3.13380
H -2.30608 4.74717 1.32563
H -0.86659 4.36988 2.39835
H -2.97482 2.89598 -1.01026
H -1.38875 3.14411 -0.12355
H -3.94920 0.12745 -1.02617
H -3.01143 -2.34940 -1.73967
H -0.33164 -2.75935 -1.71265
H 1.37757 -0.77888 -1.06880
H 0.41146 1.64206 -0.32431
H -1.09679 -1.99120 6.67850
H -4.35852 -1.88630 6.91537
H -4.10373 -3.14418 5.13849
C 5.33412 -5.41797 -3.31455
C 4.09047 -5.79768 -2.52047
C 2.99230 -4.73469 -2.57609
C 3.36828 -3.37724 -1.97504
C 3.81369 -3.41130 -0.51186
C 2.72760 -3.90417 0.43499
H 5.80431 -4.51451 -2.91886
H 6.07250 -6.22249 -3.26646
H 5.08723 -5.24643 -4.36563
H 4.36709 -6.01339 -1.48432
H 3.68985 -6.73198 -2.92966
H 2.10227 -5.12311 -2.07074
H 2.69920 -4.58024 -3.62079
H 2.50468 -2.70798 -2.06701
H 4.16424 -2.92072 -2.57359
H 4.10193 -2.39756 -0.21335
H 4.70972 -4.03018 -0.39853
H 1.83923 -3.27008 0.37190
H 3.08737 -3.87948 1.46694
H 2.43368 -4.93301 0.21287
C 0.53034 3.69468 -3.13326
C 0.97941 2.56179 -4.04710
C 2.45807 2.20704 -3.88488
C 3.44013 3.32787 -4.23887
C 3.31721 3.87800 -5.66101
C 3.60093 2.83624 -6.73449
H 1.06217 4.62442 -3.35161
H -0.53731 3.88566 -3.26747
H 0.70023 3.43799 -2.08449
H 0.75497 2.81696 -5.08733
H 0.38227 1.67284 -3.81575
H 2.67619 1.32487 -4.49559
H 2.63937 1.90434 -2.84739
H 4.46004 2.95330 -4.09049
H 3.32070 4.15522 -3.53112
H 4.03066 4.70111 -5.77740
H 2.32390 4.30919 -5.82018
H 4.60814 2.42615 -6.62180
H 3.52938 3.28878 -7.72748
H 2.88603 2.01092 -6.69605
*
```

=====

[2]
Computed, not measured: a gas-phase ion, C4H8N2P (charge +1) in a non-equilibrium geometry, with ωB97M-V/def2-TZVPD.

Output
Kohn-Sham gap (Eh): 0.3459
HOMO level (hartree): -0.526
ΔE to the lowest compared entry with this formula, charge and spin (eV): 0.516
SMILES: Cc1cp[nH][n+]1C
Lowest unoccupied orbital energy (eV): -4.890

```
! wB97M-V def2-TZVPD RIJCOSX def2/J DEFGRID3
* xyz 1 1
C 1.55252 -1.25705 -0.15894
C 0.30067 -0.72278 0.04566
C -0.96798 -1.51144 0.26393
C -0.89162 1.51978 0.13041
N 1.40471 1.18708 -0.35220
N 0.20998 0.65061 -0.09969
P 2.67043 -0.02622 -0.63420
H 1.76618 -2.26314 -0.31257
H -0.70955 -2.48924 0.65080
H -1.66714 -1.55911 -0.53254
H -1.53232 -0.98445 1.08284
H -1.55794 1.64449 -0.70306
H -0.51842 2.60629 0.33745
H -1.40972 1.06200 1.01991
H 1.35022 2.14318 -0.73781
*
```

=====

[3]
Computed, not measured: 10 unconnected molecules or ions with the total composition C50H97IN12O13S in a non-equilibrium geometry, with ωB97M-V/def2-TZVPD.

Output
Kohn-Sham gap (Eh): 0.2667
HOMO level (hartree): -0.255
SMILES: C=CN(O)[C@H](COCC)[C@H](Cc1ccc(C)cc1)O[C@@H](CCCI)CCSc1nnco1.CNC(C)=O.CNC(C)=O.CNC(C)=O.CNC(C)=O.CNC(C)=O.CNC(C)=O.CNC(C)=O.CNC(C)=O.CNC(C)=O
Lowest unoccupied orbital energy (eV): 0.319

```
! wB97M-V def2-TZVPD RIJCOSX def2/J DEFGRID3
* xyz 0 1
C -2.08733 5.01145 -2.25593
C -2.76312 4.04990 -3.12122
N -3.80787 3.21196 -2.47841
O -4.98880 3.22408 -3.16727
C -3.28468 1.82537 -2.25158
C -4.16040 0.65823 -2.91224
O -3.27614 -0.52039 -2.97944
C -3.92895 -1.68723 -2.41973
C -2.92542 -2.94959 -2.65968
C -3.09175 1.50599 -0.66097
C -4.30316 2.21360 0.12520
C -4.71217 1.25147 1.36695
C -4.61000 1.76320 2.84848
C -4.96249 0.79975 4.02463
C -5.42529 -0.67385 3.80097
C -5.75126 -1.70620 4.98663
C -5.57662 -1.17612 2.34527
C -5.22153 -0.21424 1.18023
O -1.77941 1.99380 -0.31626
C -0.96663 0.99413 0.34168
C 0.53395 1.16959 -0.20782
C 1.34317 2.40764 0.41499
C 2.80070 1.87368 0.90886
I 3.59649 2.99389 2.61095
C -1.13260 1.20570 1.92261
C -0.03179 0.47561 2.83127
S -0.72877 -1.14985 3.41983
C 0.41115 -2.40864 2.70837
N 1.49553 -2.20918 1.79126
N 1.99518 -3.49124 1.66237
C 1.25047 -4.42289 2.46035
O 0.19919 -3.73094 3.14547
H -2.25706 6.14079 -2.34592
H -1.38553 4.62788 -1.42500
H -2.42091 3.97106 -4.21039
H -5.64679 3.75555 -2.64850
H -2.23233 1.79284 -2.73418
H -4.48533 0.85504 -3.99013
H -5.05326 0.37526 -2.23242
H -3.96942 -1.54319 -1.27929
H -4.94477 -1.93305 -2.87114
H -2.04188 -2.68156 -3.33097
H -3.49076 -3.84978 -3.10374
H -2.48157 -3.29278 -1.65587
H -3.23684 0.37948 -0.56061
H -5.24487 2.28214 -0.54163
H -3.98969 3.22022 0.55951
H -4.27808 2.83707 3.09572
H -4.88737 1.15926 5.10000
H -6.04730 -1.13658 5.92767
H -4.74361 -2.22433 5.22926
H -6.46598 -2.54133 4.68770
H -5.93438 -2.23053 2.06522
H -5.33131 -0.57893 0.10635
H -1.26774 -0.09089 0.11664
H 1.09429 0.19191 0.02437
H 0.52856 1.27136 -1.35884
H 0.78892 3.00252 1.21214
H 1.58456 3.16080 -0.42990
H 2.76547 0.76264 1.22955
H 3.54160 1.89066 0.02164
H -1.19136 2.33368 2.16802
H -2.16275 0.77978 2.22785
H 0.13086 1.12253 3.77671
H 0.99559 0.36055 2.35364
H 1.44121 -5.53876 2.57368
C 9.14626 0.31250 1.25003
C 7.73127 0.51682 0.78264
O 7.45274 0.75563 -0.38790
N 6.73866 0.42902 1.71062
C 6.86369 0.15838 3.12522
H 9.82884 0.41137 0.40470
H 9.40732 1.06659 1.99265
H 9.25995 -0.68935 1.67056
H 5.81454 0.57664 1.32908
H 6.29179 -0.74416 3.35236
H 6.43756 1.00206 3.67380
H 7.89892 0.01540 3.43051
C -8.71398 2.63288 -1.55362
C -9.01396 3.93163 -2.25148
O -8.24845 4.88876 -2.21184
N -10.18144 4.02500 -2.94533
C -11.20449 3.01470 -3.10838
H -7.75264 2.70642 -1.04313
H -9.48443 2.42095 -0.80942
H -8.65700 1.82159 -2.28267
H -10.31728 4.92338 -3.38756
H -11.32172 2.81291 -4.17550
H -12.14328 3.40864 -2.71289
H -10.95646 2.08928 -2.59205
C 9.60277 0.60283 -2.66231
C 11.10174 0.55745 -2.78146
O 11.83841 1.15010 -2.00423
N 11.63721 -0.17606 -3.79856
C 10.93890 -0.93965 -4.80938
H 9.32207 1.22157 -1.81063
H 9.16902 1.04013 -3.56445
H 9.20963 -0.40306 -2.50173
H 12.64728 -0.16201 -3.81814
H 11.25818 -1.98187 -4.73530
H 11.21782 -0.54823 -5.79049
H 9.85814 -0.88513 -4.69392
C -8.25001 -4.22321 -3.06385
C -6.75145 -4.26206 -3.18758
O -6.01387 -3.66529 -2.41021
N -6.21888 -4.98948 -4.20478
C -6.91908 -5.75318 -5.21495
H -8.52903 -3.60545 -2.20907
H -8.68850 -3.78672 -3.96409
H -8.63872 -5.23094 -2.90346
H -5.20891 -4.97182 -4.22850
H -6.59565 -6.79445 -5.14481
H -6.64373 -5.35609 -6.19362
H -7.99939 -5.70231 -5.09631
C 4.88407 -5.13713 3.72153
C 6.38353 -5.15957 3.59989
O 7.11146 -4.55626 4.37717
N 6.92716 -5.88265 2.58217
C 6.23858 -6.65561 1.57107
H 4.59621 -4.52267 4.57557
H 4.44186 -4.70530 2.82080
H 4.50684 -6.14975 3.88170
H 7.93689 -5.85323 2.56084
H 6.57384 -7.69279 1.64326
H 6.50986 -6.25865 0.59042
H 5.15726 -6.61774 1.68812
C 12.92497 1.09532 4.66156
C 11.50927 1.30042 4.19585
O 11.23392 1.53885 3.02751
N 10.51600 1.21297 5.12427
C 10.64070 0.94132 6.54021
H 13.60476 1.19421 3.81443
H 13.18763 1.85056 5.40535
H 13.03962 0.09383 5.08167
H 9.59234 1.36139 4.74247
H 10.06914 0.03910 6.76907
H 10.21635 1.78381 7.09088
H 11.67610 0.79804 6.84310
C -5.65464 -2.11944 -7.42172
C -7.06499 -2.14677 -6.89889
O -7.80344 -3.11233 -7.05684
N -7.51485 -1.05019 -6.22993
C -6.79966 0.17606 -5.94415
H -5.43673 -3.05903 -7.93122
H -5.53619 -1.30310 -8.13720
H -4.95083 -2.00335 -6.59450
H -8.46847 -1.13736 -5.90767
H -6.76723 0.31100 -4.86074
H -7.34859 1.00705 -6.39260
H -5.78424 0.16243 -6.33555
C 2.35161 6.94335 -4.21550
C 0.94407 6.91701 -3.68402
O 0.21256 5.94544 -3.81873
N 0.48994 8.02435 -3.03365
C 1.19775 9.25996 -2.77635
H 2.57276 5.99548 -4.70756
H 2.46055 7.74634 -4.94761
H 3.05930 7.08015 -3.39506
H -0.46118 7.93705 -2.70433
H 1.23524 9.41644 -1.69596
H 0.64056 10.07828 -3.23793
H 2.21096 9.24536 -3.17332
C -2.42245 -2.98926 8.86060
C -1.79843 -2.29685 7.67921
O -2.20782 -1.22203 7.26063
N -0.74320 -2.90603 7.07097
C -0.12186 -4.16614 7.41624
H -3.24933 -2.38775 9.24019
H -2.81355 -3.96366 8.56006
H -1.68572 -3.10638 9.65814
H -0.37392 -2.38587 6.28569
H 0.93036 -3.98011 7.64308
H -0.18990 -4.83126 6.55228
H -0.59685 -4.63946 8.27353
*
```

=====

[4]
Computed, not measured: a single C6H10O molecule in a non-equilibrium geometry, with ωB97M-V/def2-TZVPD.

Output
Kohn-Sham gap (Eh): 0.3869
HOMO level (hartree): -0.348
ΔE to the lowest compared entry with this formula, charge and spin (eV): 1.509
SMILES: C[C@]12CC[C@H]1CO2
Lowest unoccupied orbital energy (eV): 1.066

```
! wB97M-V def2-TZVPD RIJCOSX def2/J DEFGRID3
* xyz 0 1
C -0.65635 0.71844 -1.71502
C -0.43816 0.06920 -0.36458
C -0.73377 0.84499 0.93792
C 0.59979 0.32262 1.53515
C 0.96788 -0.22388 0.12701
C 0.59518 -1.69824 -0.03732
O -0.77097 -1.34030 -0.34885
H -1.72489 0.77593 -1.92956
H -0.24205 1.73671 -1.75557
H -0.17539 0.14388 -2.52035
H -0.67508 1.92247 0.74869
H -1.66368 0.61645 1.46193
H 0.45202 -0.48382 2.26391
H 1.25790 1.06003 2.00406
H 1.67514 0.27054 -0.52929
H 0.65249 -2.30568 0.87670
H 1.08519 -2.25296 -0.84862
*
```

=====

[5]
Computed, not measured: a molecular structure, C49H40As2F15GeN2ORuS6Si, with ωB97M-V/def2-TZVPD.

Output
Kohn-Sham gap (spin up / spin down) (Eh): 0.1813 / 0.2253
HOMO level (spin up / spin down) (hartree): -0.055 / -0.110
ΔE to the lowest compared entry with this formula, charge and spin (eV): 0.040
Lowest unoccupied orbital energy (spin up / spin down) (eV): 3.437 / 3.134

```
! wB97M-V def2-TZVPD RIJCOSX def2/J DEFGRID3
* xyz -2 6
Ru -0.93902 1.09835 0.70529
S -3.21233 3.93110 -2.37433
As -3.45469 2.34940 -0.93067
S -2.06764 0.68338 -1.47063
S -2.55102 2.85766 1.04418
S -5.42667 1.67296 -0.67993
O 1.18558 -1.00514 0.30780
H 0.96968 -1.13578 -0.63700
H 2.05157 -0.58425 0.26568
C -2.72936 -2.57555 -1.49437
C -2.06433 -2.84792 -0.15118
As -1.95366 -1.39239 1.17076
C -3.83855 -0.95476 1.44977
C -4.78048 -1.97751 2.06622
C -1.32183 -2.51135 2.66459
C -2.10448 -3.73168 3.13781
H -2.96204 -3.52770 -1.97949
H -2.07656 -2.00575 -2.15371
H -3.65900 -2.01267 -1.39661
H -1.02972 -3.17322 -0.29379
H -2.58336 -3.65656 0.37043
H -4.18377 -0.67579 0.44882
H -3.85460 -0.01520 2.01080
H -4.68756 -2.96467 1.60892
H -5.81213 -1.64638 1.92547
H -4.61644 -2.09339 3.13780
H -1.13969 -1.84220 3.50521
H -0.32801 -2.81039 2.31679
H -2.98184 -3.45200 3.71759
H -1.46885 -4.34160 3.78453
H -2.44122 -4.37377 2.32280
F 3.22079 -3.58224 -6.44382
C 3.88511 -3.46678 -5.27682
C 3.29035 -2.84536 -4.19488
C 4.02587 -2.81883 -3.02211
F 3.54942 -2.27040 -1.90274
C 5.29794 -3.37155 -2.93476
F 5.98682 -3.32988 -1.78639
C 5.85857 -3.97571 -4.04546
F 7.08452 -4.51691 -3.97224
C 5.14849 -4.02851 -5.23271
F 5.68395 -4.62779 -6.30638
Ge 1.47606 -2.03107 -4.38939
S 0.65548 -0.87858 -2.84101
C 1.75928 -0.98080 -6.06281
C 2.56798 0.14013 -5.98480
F 3.21155 0.43870 -4.84692
C 2.77765 0.99190 -7.05810
F 3.57078 2.06570 -6.94591
C 2.16566 0.71560 -8.26813
F 2.35709 1.52341 -9.32111
C 1.36890 -0.40802 -8.39269
F 0.79728 -0.69207 -9.57116
C 1.18988 -1.23476 -7.29533
F 0.44709 -2.33357 -7.50594
C 0.25425 -3.54552 -4.80851
C -1.06140 -3.24192 -5.12612
F -1.42513 -1.98209 -5.38496
C -2.05617 -4.20271 -5.19756
F -3.31090 -3.87557 -5.52377
C -1.73876 -5.52434 -4.93053
F -2.68618 -6.47170 -5.00107
C -0.43991 -5.86675 -4.60417
F -0.12675 -7.14759 -4.35500
C 0.52640 -4.87370 -4.54721
F 1.76955 -5.28263 -4.22223
N -0.03945 2.97491 -2.59267
C 0.24618 3.38302 -1.35743
S 1.14528 2.37794 -0.30937
N -0.27913 4.56641 -0.98559
C -0.16373 5.23303 0.25148
C -1.28986 5.92356 0.69329
C -1.25564 6.60697 1.89589
C -0.10537 6.60231 2.67480
C 1.01962 5.92928 2.21970
C 1.00349 5.26140 1.00339
H 0.15694 1.99597 -2.78641
H -0.88705 3.35480 -3.01331
H -1.13723 4.79618 -1.50324
H -2.20037 5.87313 0.10769
H -2.14742 7.11535 2.23977
H -0.08928 7.10740 3.63204
H 1.92422 5.90635 2.81464
H 1.88728 4.74582 0.66150
C 3.58273 4.02182 4.48495
C 3.61577 3.39323 3.25083
C 2.55144 2.59617 2.84434
C 1.42526 2.40101 3.64231
C 1.43194 3.02782 4.89436
C 2.48279 3.82916 5.31176
Si 0.00491 1.18900 3.16206
C -1.50836 1.87269 4.09123
C -2.54872 1.01916 4.47298
C -3.73139 1.49904 5.01498
C -3.91099 2.86487 5.18335
C -2.90497 3.73584 4.79374
C -1.72564 3.24402 4.25239
C 0.60865 -0.26945 4.25449
C 0.21832 -0.48164 5.57881
C 0.75322 -1.51280 6.34075
C 1.70503 -2.36371 5.79814
C 2.11565 -2.16874 4.48639
C 1.57073 -1.13997 3.73381
H 4.40687 4.64836 4.80506
H 4.46731 3.52608 2.59476
H 2.60804 2.12307 1.87413
H 0.58794 2.88927 5.56029
H 2.44691 4.30027 6.28749
H -2.44357 -0.05273 4.32578
H -4.52032 0.80870 5.28801
H -4.83770 3.24699 5.59412
H -3.04615 4.80565 4.89024
H -0.97243 3.94751 3.91595
H -0.51992 0.16853 6.03148
H 0.42496 -1.64935 7.36488
H 2.12214 -3.16961 6.38919
H 2.85267 -2.82772 4.04368
H 1.87894 -1.02971 2.70031
*
```

=====

| no. | electronic energy (hartree) |
| --- | --- |
| 1 | -5157.06410 |
| 2 | -607.80184 |
| 3 | -4294.01101 |
| 4 | -309.78692 |
| 5 | -12896.07475 |